Below is a cluster of 2 separate species, C3H9S2 in total in a non-equilibrium geometry, with properties calculated with ωB97M-V/def2-TZVPD.

XYZ file:
```
14
Properties=species:S:1:pos:R:3:forces:R:3:nbo_charge:R:1
C -0.654531 1.792164 -1.593406 2.594 1.466 1.150 -0.74
S 0.764771 1.404552 -2.687227 0.222 -0.011 -0.272 -0.75
H -0.599133 2.914144 -1.313916 -0.038 -1.760 0.201 0.17
H -1.519929 1.722170 -2.166592 -1.843 -0.701 -0.483 0.18
H -0.520096 1.089956 -0.720404 -1.007 1.080 -0.550 0.17
C 0.906978 -1.514920 -0.323771 1.125 1.575 -1.819 -0.79
S -0.027054 -1.916809 1.128756 -0.811 -1.333 0.809 0.13
C -0.391500 -0.499089 2.222456 2.666 2.078 -2.048 -0.73
H 0.925081 -2.401546 -1.040770 -0.438 0.916 1.224 0.24
H 2.055087 -1.300502 -0.137142 -2.501 0.093 -0.335 0.22
H 0.305434 -0.679299 -0.876142 1.941 -1.289 0.645 0.28
H -0.100251 0.561300 1.844205 -0.760 -1.919 0.195 0.24
H -1.355700 -0.526538 2.595778 -2.248 -0.060 0.029 0.21
H 0.210842 -0.645584 3.068175 1.098 -0.136 1.254 0.20
```
Positions in Å, forces in eV/Å.

Results
HOMO energy: -2.19 eV
E_tot: -916.0429 a.u.
net charge: -1
frontier orbital gap: 5.34 eV

***

Below is the molecule C6H6S in a non-equilibrium geometry, with properties calculated with ωB97M-V/def2-TZVPD.

XYZ file:
```
13
Properties=species:S:1:pos:R:3:forces:R:3:nbo_charge:R:1
C -0.951951 0.351112 1.218789 1.187 0.723 -0.706 -0.30
C -0.996876 0.027848 -0.300130 0.870 0.669 4.592 -0.27
C -0.087231 1.603392 1.557133 -0.953 -3.427 0.505 -0.14
C -0.138001 -0.776784 -0.851014 -0.818 0.728 0.100 0.05
C 0.382860 0.519845 2.071622 -2.538 -0.308 -2.590 -0.16
C 0.746732 -1.462096 -1.467472 2.183 -0.193 -2.016 -0.40
S 1.835306 -1.036160 -2.819096 -0.010 -2.057 -0.031 0.06
H -1.922705 0.300669 1.673377 -0.180 -0.153 0.724 0.19
H -1.808423 0.427395 -0.737342 -2.326 2.151 -2.082 0.20
H -0.316538 2.587568 1.538791 0.177 2.933 -0.215 0.22
H 1.055040 -0.248994 2.236379 1.521 -0.589 1.142 0.24
H 0.872238 -2.410819 -1.099588 1.616 -2.341 0.922 0.21
H 1.329550 0.117024 -3.021450 -0.729 1.863 -0.345 0.11
```
Positions in Å, forces in eV/Å.

Results
HOMO energy (spin up / spin down): -5.26 / -8.74 eV
E_tot: -630.0844 a.u.
⟨S²⟩: 2.018
net charge: 0
frontier orbital gap (spin up / spin down): 6.19 / 6.98 eV
multiplicity: 3